ORCA calculation (the ωB97M-V functional and the def2-TZVPD basis) on a cluster of 2 separate species, C3H7N4O2 in total.

Last columns: bonded neighbours and bond lengths (Å).
CARTESIAN COORDINATES (ANGSTROEM)
1 C 1.29 -0.90 -0.05  N4 1.308, N5 1.181
2 C 1.51 -1.99 2.10  N5 1.289, H10 0.999, H11 1.048
3 C -1.85 1.52 -0.48  N6 1.509, H13 1.081, H14 1.035, H15 1.112
4 N 1.02 -0.12 -1.06  C1 1.308, N7 1.305
5 N 1.23 -1.26 1.08  C1 1.181, C2 1.289
6 N -1.77 1.45 1.03  C3 1.509, H12 1.012, H16 0.990
7 N 1.45 -0.34 -2.27  N4 1.305, O8 1.200, O9 1.257
8 O 1.34 0.56 -3.06  N7 1.200
9 O 1.80 -1.50 -2.59  N7 1.257
10 H 1.69 -1.58 3.00  C2 0.999
11 H 1.03 -2.92 2.03  C2 1.048
12 H -1.18 2.13 1.50  N6 1.012
13 H -1.00 1.20 -1.07  C3 1.081
14 H -2.47 0.75 -0.80  C3 1.035
15 H -2.37 2.47 -0.73  C3 1.112
16 H -1.70 0.52 1.35  N6 0.990

Summary:
* 2S+1: 3
* total charge: -1
* E_HOMO (spin up / spin down): -0.2 / -4.3 eV
* orbital gap (spin up / spin down): 3.7367 / 6.9572 eV

=====

ORCA calculation (the ωB97M-V functional and the def2-TZVPD basis) on a cluster of 2 separate species, C3H7N4O2S in total.

Last columns: bonded neighbours and bond lengths (Å).
CARTESIAN COORDINATES (ANGSTROEM)
1 C -2.98 0.34 -0.37  C2 1.515, N7 1.400, S10 1.827, H11 1.173
2 C -1.53 -0.09 -0.35  C1 1.515, N6 1.184, S10 1.715
3 C 2.23 -0.56 -0.01  N4 1.335, N5 1.333, O9 1.273
4 N 2.76 -1.74 0.35  C3 1.335, H12 1.014, H13 1.014
5 N 3.01 0.52 0.04  C3 1.333, H14 0.950, H15 0.972
6 N -0.56 0.56 -0.55  C2 1.184, O8 1.219
7 N -3.26 1.20 0.71  C1 1.400, H16 1.006, H17 1.145
8 O -0.07 1.66 -0.75  N6 1.219
9 O 0.99 -0.63 -0.30  C3 1.273
10 S -2.58 -1.44 -0.25  C1 1.827, C2 1.715
11 H -3.45 0.49 -1.43  C1 1.173
12 H 3.73 -1.82 0.63  N4 1.014
13 H 2.27 -2.60 0.12  N4 1.014
14 H 2.68 1.31 -0.37  N5 0.950
15 H 3.97 0.46 0.14  N5 0.972
16 H -4.09 1.76 0.70  N7 1.006
17 H -3.12 0.60 1.68  N7 1.145

Summary:
* total charge: +1
* E_HOMO: -13.5 eV
* orbital gap: 8.0376 eV

=====

ORCA calculation (the ωB97M-V functional and the def2-TZVPD basis) on the ion C3H7N4OS with charge +1.

Last columns: bonded neighbours and bond lengths (Å).
CARTESIAN COORDINATES (ANGSTROEM)
1 C 0.90 -0.44 1.53  C3 1.553, N7 1.333, O8 1.184
2 C -0.22 1.09 -0.65  N4 1.262, N5 1.410, N6 1.375
3 C -0.64 -0.30 1.32  C1 1.553, N5 1.346, S9 1.639
4 N 1.01 0.83 -0.48  C2 1.262, H10 1.010
5 N -1.05 0.39 0.24  C2 1.410, C3 1.346, H11 0.997
6 N -0.82 1.84 -1.63  C2 1.375, H12 0.992, H13 1.107
7 N 1.13 -1.45 0.70  C1 1.333, H14 0.996, H15 1.032
8 O 1.71 0.05 2.23  C1 1.184
9 S -1.74 -1.12 2.22  C3 1.639, H16 1.369
10 H 1.65 1.39 -1.04  N4 1.010
11 H -2.04 0.48 0.29  N5 0.997
12 H -0.26 2.40 -2.22  N6 0.992
13 H -1.83 2.24 -1.43  N6 1.107
14 H 0.25 -1.55 0.25  N7 0.996
15 H 2.03 -1.90 0.46  N7 1.032
16 H -1.04 -1.64 3.28  S9 1.369

Summary:
* total charge: +1
* E_HOMO: -13.7 eV
* orbital gap: 8.3060 eV

=====

ORCA calculation (the ωB97M-V functional and the def2-TZVPD basis) on an isolated molecule of C3H7N5.

Last columns: bonded neighbours and bond lengths (Å).
CARTESIAN COORDINATES (ANGSTROEM)
1 C 0.09 1.28 -1.24  N4 1.302, N7 1.352
2 C -1.97 -0.06 -0.46  N6 1.496, N7 1.460, H9 1.108, H10 1.082
3 C 2.54 -0.61 0.40  N8 1.434, H12 1.147, H13 1.139, H14 1.144
4 N 1.33 1.18 -0.84  C1 1.302, N8 1.325
5 N 0.26 -0.43 0.09  N7 1.283, N8 1.280
6 N -2.58 0.37 0.84  C2 1.496, H11 1.054, H15 1.083
7 N -0.56 0.28 -0.60  C1 1.352, C2 1.460, N5 1.283
8 N 1.39 0.15 -0.01  C3 1.434, N4 1.325, N5 1.280
9 H -2.53 0.38 -1.31  C2 1.108
10 H -2.09 -1.13 -0.57  C2 1.082
11 H -2.13 -0.21 1.59  N6 1.054
12 H 2.02 -1.42 1.03  C3 1.147
13 H 3.42 -0.05 0.85  C3 1.139
14 H 2.87 -1.05 -0.60  C3 1.144
15 H -2.08 1.33 0.83  N6 1.083

Summary:
* total charge: 0
* E_HOMO: -8.5 eV
* orbital gap: 9.0456 eV

=====

ORCA calculation (the ωB97M-V functional and the def2-TZVPD basis) on an isolated molecule of C3H7N5.

Last columns: bonded neighbours and bond lengths (Å).
CARTESIAN COORDINATES (ANGSTROEM)
1 C -1.16 0.15 0.28  N4 1.345, N6 1.661, N7 1.353
2 C 0.21 2.21 -0.15  N7 1.386, H9 1.163, H10 1.116, H11 1.112
3 C 0.98 -2.47 -0.25  N8 1.426, H12 1.137, H13 1.159, H14 1.144
4 N -0.90 -1.17 0.32  C1 1.345, N8 1.324
5 N 1.00 -0.09 -0.28  N7 1.433, N8 1.292
6 N -2.64 0.83 0.63  C1 1.661, H15 1.012
7 N -0.05 0.85 -0.03  C1 1.353, C2 1.386, N5 1.433
8 N 0.37 -1.20 -0.06  C3 1.426, N4 1.324, N5 1.292
9 H 0.49 2.65 0.89  C2 1.163
10 H 1.14 2.24 -0.77  C2 1.116
11 H -0.68 2.73 -0.58  C2 1.112
12 H 1.17 -2.94 -1.27  C3 1.137
13 H 0.37 -3.14 0.47  C3 1.159
14 H 2.04 -2.45 0.19  C3 1.144
15 H -2.34 1.79 0.61  N6 1.012

Summary:
* total charge: 0
* E_HOMO: -7.2 eV
* orbital gap: 7.1346 eV

=====

ORCA calculation (the ωB97M-V functional and the def2-TZVPD basis) on a cluster of 2 separate species, C3H7N6 in total.

Last columns: bonded neighbours and bond lengths (Å).
CARTESIAN COORDINATES (ANGSTROEM)
1 C -2.49 -2.55 0.25  N4 1.275, N6 1.387, H10 1.146
2 C -3.82 -1.50 -1.15  N5 1.298, N6 1.429, H11 1.053
3 C 1.03 0.91 0.47  N7 1.310, N8 1.278, H16 1.104
4 N -3.48 -3.28 -0.10  C1 1.275, N5 1.295
5 N -4.27 -2.70 -0.95  C2 1.298, N4 1.295
6 N -2.59 -1.35 -0.44  C1 1.387, C2 1.429, N9 1.272
7 N 0.84 -0.24 -0.13  C3 1.310, H12 1.040, H13 1.000
8 N 2.08 1.63 0.39  C3 1.278, H14 1.032, H15 1.048
9 N -1.71 -0.43 -0.38  N6 1.272
10 H -1.53 -2.81 0.81  C1 1.146
11 H -3.97 -0.79 -1.91  C2 1.053
12 H 1.44 -0.75 -0.82  N7 1.040
13 H -0.13 -0.50 -0.11  N7 1.000
14 H 2.98 1.23 0.06  N8 1.032
15 H 2.31 2.44 1.02  N8 1.048
16 H 0.15 1.29 1.01  C3 1.104

Summary:
* total charge: +1
* E_HOMO (spin up / spin down): -13.1 / -13.1 eV
* orbital gap (spin up / spin down): 7.4309 / 7.4689 eV

=====

Number 1: energy -487.74372 Eh. Number 2: energy -885.78827 Eh. Number 3: energy -810.66132 Eh. Number 4: energy -392.15284 Eh. Number 5: energy -392.11342 Eh. Number 6: energy -446.64306 Eh.